[1]
21
Properties=species:S:1:pos:R:3 method="wB97M-V/def2-TZVPD" charge=-2 gap_ev=5.369 relative_energy_ev=0.463 homo_ev=0.195 largest_force_ev_per_a=4.65
C -0.555 -1.391 2.966
C -0.933 -0.092 2.172
O -0.207 -0.035 0.999
C -0.718 0.826 0.026
O -1.725 1.456 0.227
C 0.350 0.814 -1.351
C 1.805 0.906 -0.904
O 0.051 1.833 -2.288
P 0.007 -0.864 -2.402
O -0.541 -0.170 -3.650
O -0.848 -1.719 -1.614
O 1.398 -1.432 -2.684
H -0.218 -2.036 2.231
H 0.305 -1.008 3.455
H -1.354 -1.653 3.651
H -0.869 0.892 2.686
H -2.010 -0.340 2.030
H 2.043 0.240 -0.040
H 2.255 0.722 -1.931
H 2.156 1.870 -0.689
H -0.391 1.178 -2.889


[2]
23
Properties=species:S:1:pos:R:3 method="wB97M-V/def2-TZVPD" charge=+2 gap_ev="9.085 / 7.007" relative_energy_ev=0.795 multiplicity=2 homo_ev="-17.296 / -16.916" largest_force_ev_per_a=4.57
C -3.105 -0.436 -0.724
O -1.790 0.032 -0.504
C -1.568 0.895 0.638
C -0.133 1.349 0.560
O 0.563 1.199 1.789
C 1.916 0.897 1.535
C 1.982 -0.571 1.159
O 0.966 -0.856 0.201
H -3.069 -1.075 -1.613
H -3.427 -1.021 0.149
H -3.771 0.419 -0.909
H -1.795 0.317 1.547
H -2.230 1.759 0.472
H -0.156 2.450 0.447
H 2.463 1.026 2.478
H 2.385 1.518 0.755
H 1.585 -1.190 1.978
H 2.997 -0.874 0.875
Yb 0.120 0.062 -1.479
C 1.065 -2.450 -0.426
H 0.409 -2.921 0.316
H 0.681 -2.879 -1.363
H 2.126 -2.739 -0.466


[3]
61
Properties=species:S:1:pos:R:3 method="wB97M-V/def2-TZVPD" gap_ev=4.076 homo_ev=-5.613 largest_force_ev_per_a=1.80
C -5.658 0.941 -0.786
C -5.123 0.195 -2.018
C -5.718 -1.216 -2.037
C -5.597 0.941 -3.275
C -3.582 0.176 -1.975
C -2.824 -1.008 -1.953
C -1.447 -0.987 -1.894
C -0.701 0.255 -1.766
O 0.533 0.291 -1.502
C -1.513 1.455 -1.905
C -2.887 1.398 -1.956
H -5.318 1.981 -0.768
H -6.754 0.937 -0.796
H -5.323 0.452 0.136
H -5.396 -1.768 -2.925
H -5.431 -1.779 -1.143
H -6.812 -1.149 -2.058
H -5.229 0.444 -4.180
H -6.693 0.948 -3.312
H -5.247 1.978 -3.285
H -3.331 -1.975 -1.981
H -0.870 -1.908 -1.881
H -0.987 2.408 -1.906
H -3.451 2.335 -1.982
C -0.866 1.536 1.796
C 0.123 0.479 2.034
N -0.141 -0.593 2.820
C -1.417 -0.843 3.474
C 0.961 -1.456 2.867
C 1.971 -0.912 2.040
C 3.110 -1.673 1.803
C 3.267 -2.896 2.471
C 2.253 -3.409 3.299
C 1.063 -2.693 3.490
C 1.443 0.352 1.504
C 2.018 1.196 0.575
C 3.395 1.164 0.172
C 4.481 0.997 1.074
C 5.780 0.864 0.597
C 6.040 0.897 -0.780
C 7.427 0.651 -1.290
C 4.988 1.151 -1.670
C 3.695 1.305 -1.206
H -0.424 2.292 1.146
H -1.764 1.142 1.291
H -1.172 2.019 2.737
H -1.363 -1.803 3.991
H -1.646 -0.056 4.206
H -2.232 -0.880 2.738
H 3.857 -1.312 1.100
H 4.189 -3.462 2.337
H 2.387 -4.373 3.788
H 0.240 -3.068 4.098
H 1.378 1.934 0.102
H 4.281 0.963 2.147
H 6.607 0.707 1.295
H 7.464 0.789 -2.375
H 8.150 1.333 -0.828
H 7.757 -0.373 -1.067
H 5.199 1.215 -2.740
H 2.862 1.472 -1.889


[4]
16
Properties=species:S:1:pos:R:3 method="wB97M-V/def2-TZVPD" gap_ev=9.089 relative_energy_ev=5.362 homo_ev=-9.112 largest_force_ev_per_a=6.53
H -2.885 0.640 -0.505
N -3.014 -0.256 -0.839
C -2.083 -0.955 -0.247
N -1.276 -0.244 0.688
C 0.057 -0.721 0.840
C 0.931 0.051 -0.261
S 2.831 -0.193 -0.156
C 0.137 1.354 -0.120
O -1.154 1.185 0.488
H -2.027 -1.959 -0.028
H 0.605 -0.436 1.674
H -0.082 -1.819 0.827
H 0.500 -0.364 -1.286
H 3.000 -1.392 -1.252
H -0.059 1.825 -1.139
H 0.667 2.242 0.093


[5]
94
Properties=species:S:1:pos:R:3 method="wB97M-V/def2-TZVPD" gap_ev=5.880 relative_energy_ev=3.989 homo_ev=-6.712 largest_force_ev_per_a=3.92
C 6.236 2.356 0.700
C 7.164 1.082 1.016
C 6.547 -0.295 0.481
C 4.980 -0.432 0.717
C 4.521 -0.391 2.243
C 3.287 -1.387 2.571
C 2.129 -1.133 1.516
C 0.803 -2.014 1.798
C 0.162 -2.613 0.468
C -0.343 -1.471 -0.560
C -1.465 -0.533 0.094
O -0.733 0.496 0.827
C -1.321 0.764 2.115
C -1.290 2.369 2.295
C 0.263 2.824 2.386
C -2.382 0.231 -0.950
C -3.735 0.663 -0.172
C -4.825 1.331 -1.127
C -4.297 2.549 -2.004
C -3.524 3.684 -1.188
C -4.549 4.779 -0.630
C -4.779 4.605 0.943
N -2.814 -0.507 -2.158
C -1.894 -1.470 -2.814
C -0.644 -2.020 -2.034
C 0.643 -1.695 -2.938
C 0.926 -0.169 -3.251
C 2.496 0.121 -2.973
O 0.157 0.823 -2.561
C -0.750 -3.633 -2.030
I 0.760 -4.961 -2.923
C -1.810 -4.327 -1.428
C -1.900 -5.931 -1.435
I -3.402 -3.314 -0.392
H 6.928 3.220 0.430
H 5.668 2.615 1.644
H 5.508 2.191 -0.149
H 8.129 1.254 0.425
H 7.352 0.946 2.126
H 6.710 -0.293 -0.655
H 7.090 -1.220 0.861
H 4.394 0.318 0.086
H 4.675 -1.460 0.305
H 5.387 -0.519 2.964
H 4.108 0.663 2.429
H 3.681 -2.446 2.601
H 2.906 -1.048 3.594
H 1.901 -0.031 1.374
H 2.510 -1.515 0.500
H 0.066 -1.499 2.482
H 1.187 -2.919 2.389
H -0.679 -3.302 0.795
H 0.981 -3.265 -0.002
H 0.578 -0.793 -0.652
H -2.006 -1.146 0.875
H -0.751 0.352 3.002
H -2.407 0.468 2.223
H -1.786 2.706 3.254
H -1.726 2.907 1.400
H 0.852 1.922 2.766
H 0.416 3.655 3.147
H 0.698 3.078 1.370
H -1.869 1.227 -1.173
H -3.519 1.431 0.646
H -4.170 -0.271 0.312
H -5.261 0.523 -1.807
H -5.680 1.678 -0.465
H -5.228 3.052 -2.444
H -3.664 2.251 -2.902
H -2.819 3.266 -0.409
H -2.866 4.230 -1.950
H -5.542 4.796 -1.177
H -4.075 5.806 -0.813
H -5.374 5.505 1.294
H -3.752 4.550 1.426
H -5.329 3.622 1.117
H -3.708 -0.999 -1.956
H -3.080 0.204 -2.869
H -1.571 -1.017 -3.816
H -2.528 -2.372 -3.127
H 0.426 -2.185 -3.953
H 1.589 -2.125 -2.461
H 0.800 0.025 -4.373
H 3.140 -0.286 -3.816
H 2.599 1.253 -2.954
H 2.788 -0.264 -1.949
H 0.668 1.146 -1.787
H -2.906 -6.250 -1.000
H -1.117 -6.352 -0.715
H -1.833 -6.367 -2.473
N -0.778 -2.825 4.355
O -0.162 -3.905 4.265
O -1.879 -2.685 3.779
O -0.293 -1.881 5.011


[6]
92
Properties=species:S:1:pos:R:3 method="wB97M-V/def2-TZVPD" charge=+1 gap_ev=9.405 homo_ev=-11.545 largest_force_ev_per_a=3.41
C 1.989 3.512 -1.479
C 1.503 2.909 -0.596
C 0.767 2.331 0.544
C 1.303 2.967 1.885
C 2.746 3.384 2.145
O 3.339 2.986 3.098
O 3.281 4.267 1.308
C -0.655 2.889 0.523
N -1.591 2.480 -0.594
C -2.953 2.418 0.102
C -4.199 2.357 -0.766
C -5.415 2.062 0.105
F -5.775 3.252 0.767
C -1.629 3.699 -1.517
C -2.351 3.656 -2.876
C -1.489 4.113 -4.042
F -3.417 4.583 -2.756
C -1.172 1.143 -1.262
C -0.326 1.303 -2.544
N -1.021 0.691 -3.680
C -0.111 0.386 -4.790
C -0.537 0.074 -0.258
O 0.151 -0.867 -1.050
C -0.471 -1.791 -1.961
C -0.188 -3.240 -1.585
O -1.342 -3.899 -1.115
C -1.144 -5.306 -0.991
C -2.262 -5.916 -0.164
C -1.644 -0.658 0.574
Br -3.427 -0.472 -0.096
C -1.601 -1.586 1.554
C -2.813 -2.204 2.201
Br -0.014 -2.330 2.227
C 0.675 0.750 0.638
F 0.264 0.581 1.971
C 2.050 0.001 0.518
Br 2.915 0.137 -1.237
C 3.069 0.309 1.646
C 4.415 0.898 1.264
Br 3.437 -1.379 2.582
H 2.449 4.017 -2.317
H 0.733 3.896 2.020
H 1.045 2.346 2.736
H 2.647 4.557 0.640
H -1.136 2.636 1.469
H -0.578 3.977 0.468
H -2.914 1.613 0.838
H -2.995 3.356 0.667
H -4.133 1.651 -1.593
H -4.398 3.349 -1.176
H -6.264 1.741 -0.502
H -5.214 1.320 0.883
H -0.599 4.021 -1.666
H -2.116 4.478 -0.924
H -2.824 2.688 -3.052
H -0.838 4.937 -3.733
H -2.146 4.491 -4.826
H -0.850 3.327 -4.434
H -2.101 0.713 -1.630
H 0.606 0.760 -2.413
H -0.022 2.335 -2.714
H -1.715 1.332 -4.040
H -0.638 -0.207 -5.538
H 0.299 1.276 -5.285
H 0.724 -0.207 -4.413
H -1.536 -1.609 -2.107
H -0.001 -1.591 -2.928
H 0.194 -3.761 -2.475
H 0.613 -3.268 -0.833
H -1.112 -5.748 -1.994
H -0.168 -5.495 -0.522
H -1.969 -6.016 0.885
H -2.490 -6.924 -0.522
H -3.167 -5.313 -0.229
H -2.514 -2.869 3.005
H -3.466 -1.429 2.617
H -3.379 -2.767 1.462
H 1.840 -1.063 0.519
H 2.615 0.914 2.420
H 5.021 0.163 0.734
H 4.305 1.807 0.668
H 4.942 1.176 2.179
C 5.334 -4.449 5.334
C 5.467 -5.902 4.907
O 4.207 -6.140 4.262
C 3.703 -4.962 3.847
O 2.757 -4.829 3.139
O 4.426 -3.939 4.350
H 6.264 -3.889 5.301
H 4.877 -4.343 6.319
H 6.263 -6.051 4.177
H 5.592 -6.598 5.731


[7]
17
Properties=species:S:1:pos:R:3 method="wB97M-V/def2-TZVPD" gap_ev=9.985 relative_energy_ev=3.173 homo_ev=-9.157 largest_force_ev_per_a=0.59
C -1.042 -2.128 0.191
C -1.149 -1.140 -0.693
O -0.735 0.149 -0.574
C -0.132 0.525 0.638
C 0.002 2.045 0.625
C 1.257 -0.076 0.807
O 1.916 -0.534 -0.091
H -0.555 -2.030 1.156
H -1.438 -3.104 -0.063
H -1.620 -1.280 -1.662
H -0.754 0.207 1.490
H -0.987 2.505 0.548
H 0.600 2.349 -0.239
H 0.487 2.405 1.538
H 1.654 -0.016 1.845
H 1.218 0.119 -3.125
H 1.277 0.004 -2.391


[8]
19
Properties=species:S:1:pos:R:3 method="wB97M-V/def2-TZVPD" gap_ev=10.462 relative_energy_ev=1.237 homo_ev=-9.514 largest_force_ev_per_a=0.42
C -1.419 0.393 -1.536
C -1.071 0.491 -0.064
O -1.754 -0.512 0.708
C -0.521 -1.128 1.085
C 0.325 -0.037 0.390
C 1.190 0.902 1.261
C 1.228 -0.587 -0.714
H -2.485 0.586 -1.685
H -0.846 1.119 -2.126
H -1.215 -0.613 -1.915
H -1.329 1.490 0.316
H -0.412 -2.121 0.621
H -0.442 -1.245 2.173
H 0.786 1.917 1.362
H 2.182 1.015 0.813
H 1.352 0.502 2.269
H 1.608 0.227 -1.342
H 0.729 -1.320 -1.356
H 2.095 -1.080 -0.258